(1)
Computed, not measured: one molecule with the formula C5H11NO2 at a distorted geometry, with ωB97M-V/def2-TZVPD.

Summary:
Highest occupied orbital energy in eV: -7.69
Frontier orbital gap in eV: 8.185
Structure (SMILES): C[NH2+]/C([O-])=C(\C)CO
ΔE to the lowest compared entry with this formula, charge and spin in kcal/mol: 70.5
LUMO energy in eV: 0.5

Last column: Mulliken charge in e.
CARTESIAN COORDINATES (ANGSTROEM)
C (2.14426, -0.69995, 0.38088)  -0.6149
C (-2.08561, 1.34978, 0.24728)  -0.7364
C (0.77481, 0.29998, -1.57992)  -1.5179
N (-1.71801, -0.06873, 0.13303)  -0.2013
C (-0.24985, -0.40743, 0.60787)  0.6824
C (0.80203, -0.29020, -0.20005)  0.2299
O (-0.51386, -1.01573, 1.70934)  -0.8832
O (2.11420, -1.89989, 1.13208)  -0.5581
H (-1.91451, -0.70356, 1.08820)  0.4323
H (1.35588, -1.83884, 1.73422)  0.3510
H (-1.92523, -0.45633, -0.78514)  0.3406
H (2.55282, 0.12187, 0.99342)  0.2260
H (2.84989, -0.87131, -0.43641)  0.3451
H (-1.82137, 1.68386, 1.24897)  0.2962
H (-3.15917, 1.47478, 0.10126)  0.3362
H (-1.54333, 1.94717, -0.48272)  0.2740
H (1.53932, -0.15381, -2.21517)  0.4308
H (0.96915, 1.37734, -1.56972)  0.2498
H (-0.17140, 0.15099, -2.10743)  0.3176



(2)
Computed, not measured: C21H32N4OS2Sb2V as an isolated structure at a distorted geometry, with ωB97M-V/def2-TZVPD.

Summary:
Highest occupied orbital energy (spin up / spin down) in eV: -7.16 / -7.43
Frontier orbital gap (spin up / spin down) in eV: 7.198 / 7.176
Multiplicity: 4
LUMO energy (spin up / spin down) in eV: 0.0 / -0.3

Last column: Löwdin spin population.
CARTESIAN COORDINATES (ANGSTROEM)
V (0.84363, -0.76381, -0.99057)  2.6638
S (-0.08154, -2.02270, -2.63828)  0.0145
C (0.85487, -3.48580, -2.55638)  0.0282
C (0.47287, -4.51094, -3.42872)  0.0021
N (0.12509, -5.32051, -4.16830)  0.0090
C (1.91119, -3.61837, -1.69081)  0.0359
S (2.37637, -2.33446, -0.61765)  0.0277
C (2.66539, -4.79526, -1.61169)  0.0028
N (3.30402, -5.74605, -1.51248)  0.0110
C (1.87623, 3.08256, 0.06433)  0.0063
Sb (1.90340, 1.00043, 0.67884)  0.0564
C (3.87722, 1.05365, 1.55187)  0.0008
C (0.78982, 1.31955, 2.57289)  0.0174
C (0.77708, 0.10803, 3.43067)  0.0010
C (1.83741, -0.08619, 4.31633)  0.0007
C (1.93385, -1.21344, 5.10901)  -0.0002
C (0.95045, -2.18402, 5.03114)  0.0010
C (-0.12881, -1.98880, 4.19236)  -0.0003
C (-0.24746, -0.85486, 3.39204)  0.0015
C (-1.45164, -0.73518, 2.53972)  0.0035
Sb (-1.03897, -1.53426, 0.52902)  0.0340
C (-0.82092, -3.61704, 1.04296)  0.0037
C (-3.05885, -1.81124, -0.20844)  0.0050
H (1.80992, 3.72967, 0.93276)  0.0002
H (1.03753, 3.27361, -0.59778)  0.0001
H (2.79771, 3.29388, -0.46900)  -0.0001
H (3.92939, 1.85835, 2.27649)  -0.0003
H (4.61265, 1.22562, 0.77044)  -0.0001
H (4.09395, 0.10601, 2.03577)  0.0001
H (-0.21279, 1.65088, 2.30475)  0.0001
H (1.32053, 2.13248, 3.06761)  0.0008
H (2.59659, 0.67962, 4.38918)  0.0000
H (2.76778, -1.33371, 5.78516)  0.0000
H (1.02140, -3.08445, 5.62305)  0.0001
H (-0.91610, -2.72947, 4.15606)  0.0000
H (-1.79160, 0.29045, 2.41777)  0.0002
H (-2.27258, -1.33457, 2.92461)  -0.0001
H (-1.65928, -3.92776, 1.66629)  -0.0002
H (0.12229, -3.78073, 1.56317)  -0.0001
H (-0.82058, -4.18184, 0.10876)  0.0001
H (-3.59476, -2.47951, 0.46298)  -0.0002
H (-2.99543, -2.25550, -1.20081)  0.0002
H (-3.58052, -0.85935, -0.27215)  0.0001
C (-3.20208, 2.88582, -2.37743)  0.0004
N (-1.97703, 2.59305, -1.66037)  0.0037
C (-2.19275, 2.42976, -0.23864)  0.0000
C (-0.96490, 1.83984, -2.21287)  0.0080
O (-0.36885, 1.00478, -1.51800)  0.0488
N (-0.61663, 2.10721, -3.49628)  0.0046
C (-0.77788, 3.41003, -4.10244)  0.0008
C (0.30216, 1.22573, -4.18612)  0.0033
H (-4.01627, 2.28039, -1.96662)  0.0001
H (-3.10653, 2.65088, -3.43221)  0.0000
H (-3.46346, 3.94009, -2.25610)  0.0001
H (-2.72361, 3.30779, 0.12887)  0.0000
H (-1.22969, 2.35243, 0.26406)  -0.0001
H (-2.78310, 1.53052, -0.01530)  0.0000
H (-1.13682, 4.12235, -3.36548)  0.0000
H (-1.46922, 3.37839, -4.94865)  0.0001
H (0.19372, 3.75176, -4.47052)  0.0001
H (0.26041, 0.22436, -3.74703)  0.0025
H (1.33371, 1.59583, -4.13938)  0.0006
H (0.00202, 1.15406, -5.23243)  0.0003



(3)
Computed, not measured: a 2-piece molecular cluster, C6H12NO9P2S overall at a distorted geometry, with ωB97M-V/def2-TZVPD.

Summary:
Highest occupied orbital energy in eV: -5.85
Frontier orbital gap in eV: 8.289
ΔE to the lowest compared entry with this formula, charge and spin in kcal/mol: 0.0
Total charge: -1
LUMO energy in eV: 2.4

Last column: Mulliken charge in e.
CARTESIAN COORDINATES (ANGSTROEM)
C (0.75532, 1.60497, -1.86460)  -1.0723
C (-0.55311, 1.02191, -2.29528)  1.0314
N (-1.16285, 1.60355, -3.24754)  -0.8786
C (-1.19325, -0.22413, -1.68361)  -1.1774
C (-0.72465, -0.94221, -0.40541)  -0.1739
O (0.21810, -2.00941, -0.54604)  -0.3942
C (1.39894, -1.81542, -1.18311)  0.7307
O (1.50475, -1.36636, -2.29004)  -0.5319
P (2.86684, -2.47023, -0.18189)  0.2116
O (3.96989, -1.48985, -0.90436)  -0.5042
O (3.04133, -3.87951, -1.03965)  -0.5015
P (-0.29267, 0.10267, 1.05442)  0.7472
O (-0.97864, -0.57273, 2.32482)  -0.5080
O (-1.14093, 1.38644, 0.72111)  -0.4609
S (1.60032, 0.26766, 1.37955)  -0.4510
H (0.61230, 2.15011, -0.93012)  0.2447
H (1.53284, 0.87154, -1.68227)  0.2035
H (1.06040, 2.33105, -2.61371)  0.3714
H (-2.04385, 1.12718, -3.45068)  0.2429
H (-2.23723, 0.03494, -1.50468)  0.6161
H (-1.19863, -0.98884, -2.46321)  0.4812
H (-1.62650, -1.45400, -0.06055)  0.3128
H (4.79166, -1.56860, -0.40995)  0.3335
H (3.75725, -3.82251, -1.68259)  0.2904
H (-1.93095, -0.72740, 2.24349)  0.3456
H (-1.40831, 1.84607, 1.57607)  0.4216
C (-2.37161, 1.57373, 3.91070)  0.8743
O (-1.78248, 2.32267, 3.08120)  -0.8671
O (-2.03226, 1.84209, 5.24513)  -0.5059
O (-3.17821, 0.66846, 3.71403)  -0.7265
H (-1.40113, 2.56431, 5.14057)  0.2948



(4)
Computed, not measured: C38H54BN9O2PSr as an isolated structure at a distorted geometry, with ωB97M-V/def2-TZVPD.

Summary:
Highest occupied orbital energy (spin up / spin down) in eV: -6.85 / -8.40
Frontier orbital gap (spin up / spin down) in eV: 7.431 / 8.245
Multiplicity: 2
LUMO energy (spin up / spin down) in eV: 0.6 / -0.2

Last column: Löwdin spin population.
CARTESIAN COORDINATES (ANGSTROEM)
Sr (0.14328, 0.24902, 0.12986)  0.0057
C (1.26415, 4.54301, -0.17688)  0.0000
C (0.92067, 3.45139, -0.97416)  0.0001
N (0.17841, 2.58393, -0.30885)  0.0002
N (0.00168, 3.10777, 0.94472)  0.0000
C (0.65437, 4.28414, 1.02666)  0.0001
B (-1.10474, 2.50314, 1.90129)  0.0000
N (-0.57871, 1.32691, 2.81406)  0.0000
C (-0.37323, 1.34197, 4.14569)  0.0000
C (-0.05771, 0.06767, 4.55803)  0.0000
C (-0.09609, -0.69583, 3.38754)  -0.0001
N (-0.40189, 0.06583, 2.35302)  -0.0001
N (-2.26950, 2.01286, 0.98756)  0.0002
C (-3.43248, 2.65432, 0.76104)  0.0000
C (-4.12871, 1.97112, -0.20602)  -0.0001
C (-3.29284, 0.90188, -0.53825)  0.0005
N (-2.17763, 0.93768, 0.16878)  0.0027
N (-1.68310, 3.52967, 2.86943)  0.0000
C (-2.72265, 3.26913, 3.69845)  0.0000
C (-2.94733, 4.38223, 4.46776)  0.0000
C (-1.96939, 5.29320, 4.03634)  0.0000
N (-1.21788, 4.77735, 3.08354)  0.0000
H (1.85722, 5.39818, -0.43718)  0.0000
H (1.18299, 3.25385, -2.00067)  0.0000
H (0.59991, 4.87084, 1.92090)  0.0000
H (-0.46779, 2.24953, 4.71214)  0.0000
H (0.16050, -0.25652, 5.55709)  0.0000
H (0.08740, -1.74633, 3.23594)  -0.0001
H (-3.68770, 3.54867, 1.29847)  0.0000
H (-5.09538, 2.20854, -0.60508)  0.0000
H (-3.45052, 0.10765, -1.24850)  0.0000
H (-3.22088, 2.31770, 3.67657)  0.0000
H (-3.69865, 4.51754, 5.22106)  0.0000
H (-1.78443, 6.29642, 4.37645)  0.0000
O (-0.43838, -1.98946, 0.15593)  0.1932
O (0.44454, -1.58779, -0.89922)  0.0140
C (-1.03101, -1.26488, -3.16970)  0.0165
C (-2.08146, -2.19820, -2.63285)  0.1096
C (-2.95470, -2.69395, -3.59525)  -0.0116
C (-4.07734, -3.44425, -3.29696)  0.1296
C (-4.38733, -3.68171, -1.96764)  -0.0111
C (-3.55855, -3.24134, -0.96084)  0.1021
C (-3.93549, -3.51468, 0.46370)  0.0143
C (-2.33486, -2.54493, -1.26334)  -0.0002
N (-1.69027, -2.34990, -0.07885)  0.4156
H (-1.29537, -1.00111, -4.19394)  0.0001
H (-0.04126, -1.71335, -3.15772)  0.0062
H (-0.97375, -0.33772, -2.59233)  0.0034
H (-2.75427, -2.44675, -4.62930)  -0.0033
H (-4.71690, -3.80872, -4.08664)  0.0087
H (-5.28578, -4.22602, -1.70706)  -0.0037
H (-4.85808, -4.09175, 0.49767)  -0.0004
H (-4.08213, -2.58266, 1.00796)  0.0042
H (-3.15245, -4.05694, 0.98906)  0.0038
C (6.77445, -2.95623, 0.55142)  0.0000
C (5.46525, -3.48593, -0.01729)  0.0000
C (4.63471, -2.33270, -0.59503)  0.0000
C (4.80898, -1.02452, 0.20997)  0.0000
C (5.13022, -1.36676, 1.66497)  0.0000
C (6.49182, -2.06811, 1.76923)  0.0000
P (3.28368, 0.00978, 0.06412)  -0.0001
C (3.59110, 1.52587, 1.10968)  0.0000
C (3.07190, 1.31095, 2.53769)  0.0000
C (2.92231, 2.64197, 3.27945)  0.0000
C (4.04822, 3.62476, 2.92434)  0.0000
C (5.28753, 2.87331, 2.45520)  0.0000
C (5.00357, 2.14079, 1.13857)  0.0000
C (3.37814, 0.71055, -1.65428)  0.0000
C (4.72330, 1.31722, -2.12304)  0.0000
C (5.29735, 0.58131, -3.33062)  0.0000
C (4.33212, 0.59145, -4.51805)  0.0000
C (2.87250, 0.38235, -4.07447)  0.0000
C (2.80664, -0.26174, -2.69508)  -0.0001
H (7.28407, -2.37766, -0.22440)  0.0000
H (7.44825, -3.76972, 0.82349)  0.0000
H (4.90789, -3.99351, 0.77343)  0.0000
H (5.64617, -4.23003, -0.79467)  0.0000
H (3.57771, -2.61428, -0.62342)  0.0000
H (4.94475, -2.16090, -1.62726)  0.0000
H (5.65632, -0.46304, -0.20006)  0.0000
H (4.33716, -2.01028, 2.05493)  0.0000
H (5.14093, -0.47407, 2.29057)  0.0000
H (6.51107, -2.67045, 2.68029)  0.0000
H (7.28169, -1.32000, 1.87307)  0.0000
H (2.91624, 2.26447, 0.65196)  0.0000
H (3.76040, 0.66511, 3.08814)  0.0000
H (2.11919, 0.78016, 2.53413)  0.0000
H (2.91216, 2.44831, 4.35460)  0.0000
H (1.95636, 3.08785, 3.03807)  0.0000
H (4.27948, 4.25898, 3.78027)  0.0000
H (3.72059, 4.29142, 2.12178)  0.0000
H (5.59342, 2.16160, 3.22685)  0.0000
H (6.12809, 3.55607, 2.31506)  0.0000
H (5.77011, 1.37777, 0.98016)  0.0000
H (5.09620, 2.85238, 0.31411)  0.0000
H (2.64939, 1.52826, -1.59820)  0.0000
H (5.46027, 1.31413, -1.31882)  0.0000
H (4.57316, 2.36740, -2.38782)  0.0000
H (5.52612, -0.44791, -3.04583)  0.0000
H (6.24883, 1.03499, -3.61970)  0.0000
H (4.62277, -0.19023, -5.22238)  0.0000
H (4.42544, 1.53771, -5.05373)  0.0000
H (2.33882, -0.22843, -4.80358)  0.0000
H (2.34941, 1.34234, -4.03564)  0.0000
H (3.36019, -1.20026, -2.70823)  0.0000
H (1.78106, -0.52647, -2.43064)  0.0001